C41H38AsCl4LuN7O7S3 as an isolated structure, computed with ωB97M-V/def2-TZVPD.

```
102
Properties=species:S:1:pos:R:3:forces:R:3
Lu 0.482 -0.802 0.442 1.2 0.3 1.2
O 1.897 -1.148 6.517 0.1 -0.1 0.0
C 2.649 -2.043 5.892 0.0 0.1 0.0
O 3.480 -2.705 6.458 0.0 0.0 0.0
C 2.444 -2.192 4.423 0.0 0.0 0.0
C 3.170 -3.064 3.635 0.0 0.0 0.0
N 2.729 -2.917 2.375 0.1 0.0 0.0
N 1.762 -2.006 2.291 -0.4 -0.1 -0.3
C 1.572 -1.559 3.520 0.1 0.0 0.0
C 0.512 -0.517 3.648 -0.1 0.0 -0.1
O 0.277 0.013 4.732 0.0 0.0 0.0
O -0.082 -0.283 2.544 0.0 0.2 0.1
H 1.281 -0.675 5.898 -0.1 0.0 0.0
H 3.948 -3.756 3.910 0.0 0.0 0.0
H 3.014 -3.386 1.527 0.0 0.0 0.0
S 5.131 0.636 1.321 0.0 0.0 0.0
C 5.164 -0.275 -0.127 0.0 0.0 0.0
C 3.904 -0.615 -0.492 0.0 0.0 0.0
N 2.924 -0.160 0.357 -0.2 -0.1 0.1
C 3.439 0.510 1.352 0.0 0.1 -0.1
H 6.089 -0.509 -0.625 0.0 0.0 0.0
H 3.620 -1.196 -1.357 0.0 0.0 0.0
H 2.844 0.971 2.127 0.0 0.0 0.0
N -6.461 -4.184 1.639 0.0 0.0 0.0
C -6.067 -2.951 1.991 0.1 0.0 0.0
S -7.068 -1.795 2.584 0.0 0.0 0.0
C -4.622 -2.666 1.748 -0.1 0.0 0.0
C -4.008 -3.022 0.555 0.0 0.0 0.0
C -2.700 -2.628 0.332 0.0 -0.1 0.0
N -1.974 -1.932 1.212 0.1 -0.1 0.0
C -2.553 -1.661 2.389 -0.1 0.1 0.0
C -3.863 -1.989 2.689 0.0 0.0 0.0
H -7.420 -4.446 1.800 0.0 0.0 0.0
H -5.792 -4.906 1.430 0.0 0.0 0.0
H -4.546 -3.554 -0.219 0.0 0.0 0.0
H -2.205 -2.877 -0.597 0.0 0.0 0.0
H -1.954 -1.125 3.108 0.0 0.0 0.0
H -4.294 -1.708 3.640 0.0 0.0 0.0
O 0.601 1.357 0.624 -0.6 0.4 -0.5
As -0.187 2.837 0.457 0.3 0.1 0.2
C -0.037 3.395 -1.364 0.0 0.0 0.0
C 1.250 3.386 -1.895 0.0 0.0 0.0
C 1.456 3.818 -3.196 0.0 0.0 0.0
C 0.382 4.245 -3.964 0.0 0.0 0.0
C -0.904 4.228 -3.440 0.0 0.0 0.0
C -1.118 3.802 -2.138 0.0 0.0 0.0
C -1.977 2.886 1.122 0.0 -0.1 0.0
C -2.461 1.846 1.905 0.0 0.0 0.0
C -3.749 1.929 2.415 0.0 0.0 0.0
C -4.536 3.039 2.146 0.0 0.0 0.0
C -4.032 4.089 1.388 0.0 0.0 0.0
C -2.744 4.022 0.880 0.0 0.0 0.1
C 0.716 4.136 1.529 0.1 -0.1 0.1
C 0.596 3.993 2.911 0.1 -0.1 0.0
C 1.208 4.908 3.751 0.0 0.0 0.0
C 1.929 5.967 3.213 0.0 0.0 0.0
C 2.045 6.109 1.838 0.0 0.0 0.0
C 1.440 5.192 0.989 0.0 0.0 0.0
H 2.085 3.029 -1.303 0.0 0.0 0.0
H 2.455 3.812 -3.612 0.0 0.0 0.0
H 0.545 4.589 -4.977 0.0 0.0 0.0
H -1.741 4.552 -4.044 0.0 0.0 0.0
H -2.124 3.772 -1.740 0.0 0.0 0.0
H -1.834 0.990 2.121 0.0 0.0 0.0
H -4.142 1.123 3.021 0.0 0.0 0.0
H -5.543 3.094 2.539 0.0 0.0 0.0
H -4.639 4.965 1.200 0.0 0.0 0.0
H -2.342 4.861 0.325 0.0 0.0 0.0
H 0.034 3.167 3.334 0.0 0.0 0.0
H 1.120 4.796 4.823 0.0 0.0 0.0
H 2.399 6.687 3.869 0.0 0.0 0.0
H 2.607 6.935 1.423 0.0 0.0 0.0
H 1.529 5.314 -0.083 0.0 0.0 0.0
Cl -1.702 0.379 -0.991 -0.3 0.4 -0.3
C -3.213 -0.163 -1.770 0.0 -0.1 0.0
Cl -4.617 0.215 -0.791 0.0 0.0 0.0
H -3.140 -1.233 -1.920 0.0 0.0 0.0
H -3.271 0.377 -2.708 0.0 0.0 0.0
C 1.350 -1.391 -7.348 0.0 0.0 0.0
C 1.730 -1.768 -5.956 0.0 0.0 0.0
C 2.377 -2.911 -5.599 0.0 0.0 0.0
C 2.648 -3.114 -4.227 0.0 0.0 0.0
N 2.319 -2.246 -3.292 0.0 0.1 0.0
C 1.679 -1.104 -3.636 0.0 -0.2 0.1
S 1.218 0.082 -2.552 0.1 0.2 -0.1
N 1.390 -0.909 -4.967 0.0 0.1 0.0
C 3.318 -4.372 -3.776 0.0 0.0 0.0
H 1.782 -2.088 -8.062 0.0 0.0 0.0
H 1.700 -0.385 -7.584 0.0 0.0 0.0
H 0.265 -1.407 -7.461 0.0 0.0 0.0
H 2.671 -3.634 -6.344 0.0 0.0 0.0
H 0.911 -0.045 -5.183 0.0 0.0 0.0
H 4.051 -4.717 -4.504 0.0 0.0 0.0
H 2.566 -5.158 -3.669 0.0 0.0 0.0
H 3.792 -4.218 -2.810 0.0 0.0 0.0
Cl -0.163 -5.149 0.697 0.0 0.1 0.0
C 0.415 -4.591 -0.889 0.1 -0.1 -0.1
Cl -0.745 -4.953 -2.169 0.0 0.0 0.0
C 0.709 -3.097 -0.771 0.0 -0.3 -0.3
O 1.810 -2.763 -0.300 -0.1 0.0 0.2
O -0.191 -2.259 -1.058 -0.2 -0.7 -0.2
H 1.331 -5.132 -1.097 0.0 0.0 0.0
```
Positions in Å, forces in eV/Å.

Computed properties:
highest occupied orbital energy: -10.390 eV
total charge: +1
HOMO-LUMO gap: 7.93 eV

Atom charges from the Mulliken analysis, given in e for atoms 1 to 99: atom 1 (Lu): 2.243, atom 2 (O): -0.570, atom 3 (C): 0.289, atom 4 (O): -0.606, atom 5 (C): 0.058, atom 6 (C): -0.465, atom 7 (N): -0.237, atom 8 (N): 0.534, atom 9 (C): -0.785, atom 10 (C): 1.231, atom 11 (O): -0.938, atom 12 (O): 0.349, atom 13 (H): 0.422, atom 14 (H): 0.543, atom 15 (H): -0.057, atom 16 (S): -0.164, atom 17 (C): -0.328, atom 18 (C): -0.824, atom 19 (N): 0.639, atom 20 (C): -0.501, atom 21 (H): 0.474, atom 22 (H): 0.067, atom 23 (H): 0.269, atom 24 (N): -0.339, atom 25 (C): -0.206, atom 26 (S): -0.296, atom 27 (C): 0.775, atom 28 (C): -0.877, atom 29 (C): -1.213, atom 30 (N): 0.713, atom 31 (C): -0.963, atom 32 (C): -0.978, atom 33 (H): 0.228, atom 34 (H): 0.216, atom 35 (H): 0.473, atom 36 (H): 0.763, atom 37 (H): 0.622, atom 38 (H): 0.597, atom 39 (O): 1.548, atom 40 (As): -0.280, atom 41 (C): 0.741, atom 42 (C): -0.912, atom 43 (C): -0.712, atom 44 (C): -0.701, atom 45 (C): -0.730, atom 46 (C): -0.502, atom 47 (C): 0.346, atom 48 (C): 0.682, atom 49 (C): -0.683, atom 50 (C): -0.707, atom 51 (C): -0.812, atom 52 (C): -0.902, atom 53 (C): 0.463, atom 54 (C): -0.511, atom 55 (C): -0.833, atom 56 (C): -0.511, atom 57 (C): -0.789, atom 58 (C): -0.255, atom 59 (H): 0.482, atom 60 (H): 0.470, atom 61 (H): 0.435, atom 62 (H): 0.445, atom 63 (H): 0.503, atom 64 (H): 0.068, atom 65 (H): 0.448, atom 66 (H): 0.440, atom 67 (H): 0.435, atom 68 (H): 0.540, atom 69 (H): 0.393, atom 70 (H): 0.453, atom 71 (H): 0.409, atom 72 (H): 0.423, atom 73 (H): 0.369, atom 74 (Cl): 0.130, atom 75 (C): -0.678, atom 76 (Cl): -0.095, atom 77 (H): 0.203, atom 78 (H): 0.539, atom 79 (C): -1.438, atom 80 (C): 0.746, atom 81 (C): -1.025, atom 82 (C): 1.081, atom 83 (N): 0.159, atom 84 (C): -0.905, atom 85 (S): 0.098, atom 86 (N): 0.143, atom 87 (C): -1.398, atom 88 (H): 0.365, atom 89 (H): 0.380, atom 90 (H): 0.330, atom 91 (H): 0.439, atom 92 (H): 0.253, atom 93 (H): 0.496, atom 94 (H): 0.234, atom 95 (H): 0.258, atom 96 (Cl): -0.152, atom 97 (C): 0.015, atom 98 (Cl): -0.162, atom 99 (C): -0.249



C14H8Cl5IN4SSn as an isolated structure, computed with ωB97M-V/def2-TZVPD.

```
34
Properties=species:S:1:pos:R:3:forces:R:3
Sn 0.229 -0.028 0.009 0.9 0.1 0.0
Cl 3.557 -1.796 0.049 0.1 0.1 0.0
C 3.543 -0.069 0.030 0.0 -0.2 0.0
C 2.331 0.605 0.010 -0.5 -0.1 -0.1
C 2.365 1.992 -0.023 0.1 -0.1 0.1
Cl 0.809 2.807 -0.045 -0.1 0.2 0.0
C 3.530 2.731 -0.024 0.0 0.1 0.0
Cl 3.496 4.440 -0.043 0.0 0.0 0.0
C 4.743 2.029 0.005 0.0 0.0 0.0
Cl 6.210 2.890 0.002 0.0 0.0 0.0
C 4.750 0.629 0.034 0.1 0.0 0.0
Cl 6.235 -0.214 0.062 0.0 0.0 0.0
I -6.423 -1.760 0.589 -0.1 0.0 0.0
C -4.899 -0.563 0.204 0.0 -0.1 0.0
C -4.959 0.763 -0.289 0.0 0.0 0.0
N -3.713 1.155 -0.396 -0.1 -0.1 0.1
N -2.792 0.198 -0.011 -0.6 0.3 -0.1
C -3.493 -0.836 0.349 0.0 0.1 0.0
H -5.805 1.382 -0.549 0.0 0.0 0.0
H -3.387 2.059 -0.712 0.0 0.0 0.0
H -3.019 -1.742 0.700 0.0 0.0 0.0
C 2.143 -7.370 -0.138 0.0 0.1 0.0
C 0.948 -6.482 -0.053 -0.1 -0.1 0.0
C -0.360 -6.966 -0.006 0.0 0.2 0.0
C -1.382 -6.037 0.073 0.1 -0.1 0.0
N -1.153 -4.721 0.112 -0.2 0.4 0.1
C 0.115 -4.384 0.063 -0.4 -0.8 -0.1
S 0.518 -2.653 0.132 0.4 0.1 0.1
N 1.158 -5.160 -0.020 0.5 0.3 0.0
H 1.859 -8.419 -0.156 0.0 0.0 0.0
H 2.794 -7.186 0.717 0.0 0.0 0.0
H 2.712 -7.131 -1.036 0.0 0.0 0.0
H -0.564 -8.026 -0.031 0.0 0.0 0.0
H -2.420 -6.344 0.111 0.0 0.0 0.0
```
Positions in Å, forces in eV/Å.

Computed properties:
highest occupied orbital energy (alpha / beta): -13.981 / -13.985 eV
total charge: +2
HOMO-LUMO gap (alpha / beta): 5.55 / 3.53 eV

And the Mulliken charges, in e, turn out to be: atom 1 (Sn): 0.688, atom 2 (Cl): -0.196, atom 3 (C): 1.244, atom 4 (C): -1.085, atom 5 (C): 0.951, atom 6 (Cl): -0.239, atom 7 (C): -0.593, atom 8 (Cl): -0.137, atom 9 (C): 0.787, atom 10 (Cl): -0.120, atom 11 (C): -0.327, atom 12 (Cl): -0.125, atom 13 (I): 0.620, atom 14 (C): -0.315, atom 15 (C): -0.135, atom 16 (N): -0.013, atom 17 (N): -0.043, atom 18 (C): -0.264, atom 19 (H): 0.459, atom 20 (H): 0.194, atom 21 (H): 0.450, atom 22 (C): -1.145, atom 23 (C): 0.822, atom 24 (C): -0.506, atom 25 (C): -0.230, atom 26 (N): -0.460, atom 27 (C): 0.628, atom 28 (S): -0.270, atom 29 (N): -0.429, atom 30 (H): 0.362, atom 31 (H): 0.311, atom 32 (H): 0.311, atom 33 (H): 0.371, atom 34 (H): 0.434



C34H48GaN3P as an isolated structure, computed with ωB97M-V/def2-TZVPD.

```
87
Properties=species:S:1:pos:R:3:forces:R:3
Ga -0.289 -0.618 -0.102 2.2 1.1 1.8
N 0.907 -3.050 4.279 -0.4 0.4 0.0
N 0.028 -2.897 -1.823 0.0 0.9 1.6
C 2.104 2.145 -0.088 0.1 -0.9 0.4
C 3.222 1.351 0.278 -0.9 0.1 0.9
C 3.090 1.021 1.657 -0.6 0.8 -1.0
C 4.035 0.243 2.484 0.4 0.0 0.2
H 4.904 -0.060 1.891 0.0 -0.1 0.2
H 3.580 -0.653 2.929 0.1 0.1 0.0
H 4.397 0.869 3.313 0.1 -0.2 0.0
C 1.904 1.627 2.142 -0.1 0.5 -1.3
C 1.406 1.520 3.526 0.1 0.2 0.6
H 1.991 2.151 4.214 -0.1 -0.1 0.1
H 1.453 0.478 3.888 0.0 0.4 0.1
H 0.361 1.845 3.588 0.0 -0.1 0.1
C 1.285 2.319 1.062 0.7 -1.3 0.8
C 0.013 3.069 1.144 -0.3 0.4 0.1
H -0.727 2.526 1.745 0.0 0.1 0.0
H -0.414 3.238 0.151 -0.1 0.0 0.0
H 0.147 4.057 1.609 -0.2 0.0 0.0
C 4.389 1.036 -0.574 0.4 0.0 -0.2
H 5.149 1.832 -0.501 0.1 -0.2 -0.2
H 4.112 0.950 -1.632 0.1 0.0 0.1
H 4.865 0.098 -0.265 0.0 0.1 -0.2
C 1.837 2.698 -1.435 0.0 0.3 -0.4
H 0.760 2.802 -1.617 0.1 0.1 -0.1
H 2.236 2.039 -2.216 -0.1 0.2 0.0
H 2.296 3.691 -1.574 -0.1 0.0 -0.1
C 0.396 -4.188 4.712 -0.7 -0.8 -1.2
H 0.652 -4.502 5.727 0.0 0.1 -0.2
C -0.447 -5.002 3.916 0.1 0.0 0.9
H -0.864 -5.909 4.354 0.0 0.2 -0.2
C -0.679 -4.650 2.582 0.4 0.2 -0.1
H -1.292 -5.278 1.925 0.3 0.1 0.2
C -0.105 -3.488 2.096 0.4 0.3 0.8
H -0.094 -3.203 1.047 -0.4 -0.1 0.1
C 0.557 -2.600 3.031 -0.2 -0.8 0.2
C 0.699 -1.202 2.837 1.0 -0.6 -2.6
H 1.581 -0.907 2.237 -0.1 0.1 0.5
C -0.120 -1.564 -1.859 -0.3 -1.8 -2.7
C 0.663 -3.324 -2.941 -0.1 0.7 -0.4
H 0.999 -4.339 -3.060 -0.2 -0.1 -0.1
C 0.845 -2.266 -3.785 -0.3 -0.1 0.2
H 1.297 -2.263 -4.759 -0.2 0.2 -0.1
N 0.314 -1.149 -3.153 0.5 -0.5 1.4
C 0.325 0.161 -3.687 0.0 0.6 -0.5
C 1.454 0.585 -4.432 -0.8 0.3 0.0
C 1.313 1.706 -5.257 -0.2 -0.1 0.5
H 2.131 1.980 -5.927 -0.1 0.0 0.3
C 0.165 2.496 -5.229 0.0 -0.5 0.1
C 0.033 3.654 -6.158 0.0 0.3 -0.3
H -0.501 4.480 -5.684 0.1 0.0 -0.1
H -0.523 3.377 -7.062 0.0 0.0 0.1
H 1.020 3.998 -6.472 -0.1 0.1 0.0
C -0.861 2.161 -4.352 0.3 -0.3 0.1
H -1.752 2.786 -4.300 0.2 -0.1 0.0
C -0.812 0.995 -3.578 0.6 -0.1 -0.3
C -1.972 0.692 -2.677 -0.7 0.0 0.1
H -2.174 -0.386 -2.592 0.1 0.4 0.0
H -2.874 1.188 -3.073 0.3 -0.2 0.1
H -1.829 1.116 -1.660 0.1 -0.3 -0.3
C 2.799 -0.064 -4.346 0.7 -0.2 -0.4
H 2.847 -1.035 -4.851 0.1 0.2 0.2
H 3.173 -0.180 -3.319 -0.4 -0.1 -0.2
H 3.520 0.584 -4.864 -0.1 -0.1 0.2
C -1.800 -0.696 4.149 0.3 0.5 0.6
C -2.577 -1.306 2.990 -0.1 -0.2 -0.2
P -2.362 -0.439 1.381 -0.1 0.3 0.4
C -3.358 -1.357 0.137 -0.4 -0.3 -0.1
C -4.193 -2.521 0.662 -0.3 -0.2 -0.2
C -3.278 1.160 1.576 -0.3 0.0 -0.5
C -3.404 1.790 2.959 0.0 0.3 0.1
H -1.686 -1.438 4.947 -0.1 0.1 -0.1
H -0.760 -0.440 3.832 -0.8 -0.1 0.2
H -2.277 0.193 4.570 -0.1 -0.3 0.0
H -2.234 -2.336 2.823 -0.1 0.3 0.0
H -3.657 -1.332 3.197 0.2 -0.1 0.0
H -3.999 -0.610 -0.347 0.0 -0.1 0.0
H -2.678 -1.736 -0.645 -0.2 0.1 0.3
H -4.894 -2.211 1.445 0.2 -0.1 -0.1
H -4.781 -2.928 -0.169 0.0 -0.1 0.2
H -3.559 -3.331 1.045 -0.1 0.2 0.0
H -2.794 1.870 0.888 -0.1 -0.1 0.2
H -4.279 0.957 1.168 0.1 0.2 0.1
H -2.433 2.039 3.401 -0.2 -0.2 -0.1
H -3.962 2.730 2.876 0.1 -0.1 -0.1
H -3.961 1.154 3.656 0.2 0.0 -0.1
```
Positions in Å, forces in eV/Å.

Computed properties:
highest occupied orbital energy (alpha / beta): -2.473 / -2.759 eV
total charge: -1
HOMO-LUMO gap (alpha / beta): 4.53 / 5.18 eV

And the Mulliken charges, in e, turn out to be: atom 1 (Ga): -0.074, atom 2 (N): -0.542, atom 3 (N): -0.460, atom 4 (C): 0.754, atom 5 (C): 0.216, atom 6 (C): 0.521, atom 7 (C): -1.250, atom 8 (H): 0.397, atom 9 (H): 0.135, atom 10 (H): 0.263, atom 11 (C): 0.846, atom 12 (C): -1.197, atom 13 (H): 0.316, atom 14 (H): 0.239, atom 15 (H): 0.296, atom 16 (C): -0.363, atom 17 (C): -0.696, atom 18 (H): -0.272, atom 19 (H): 0.317, atom 20 (H): 0.264, atom 21 (C): -1.488, atom 22 (H): 0.223, atom 23 (H): 0.251, atom 24 (H): 0.358, atom 25 (C): -0.862, atom 26 (H): 0.031, atom 27 (H): -0.105, atom 28 (H): 0.372, atom 29 (C): -0.452, atom 30 (H): 0.350, atom 31 (C): -0.412, atom 32 (H): 0.349, atom 33 (C): -0.464, atom 34 (H): 0.378, atom 35 (C): -0.518, atom 36 (H): 0.647, atom 37 (C): -0.168, atom 38 (C): -0.327, atom 39 (H): 0.015, atom 40 (C): 0.247, atom 41 (C): -1.477, atom 42 (H): 0.414, atom 43 (C): 0.092, atom 44 (H): 0.545, atom 45 (N): 0.491, atom 46 (C): 0.679, atom 47 (C): 0.226, atom 48 (C): -1.019, atom 49 (H): 0.329, atom 50 (C): 0.838, atom 51 (C): -1.657, atom 52 (H): 0.381, atom 53 (H): 0.300, atom 54 (H): 0.378, atom 55 (C): -1.220, atom 56 (H): 0.375, atom 57 (C): 1.878, atom 58 (C): -1.613, atom 59 (H): 0.415, atom 60 (H): 0.581, atom 61 (H): 0.035, atom 62 (C): -1.699, atom 63 (H): 0.432, atom 64 (H): 0.227, atom 65 (H): 0.394, atom 66 (C): -1.226, atom 67 (C): -0.723, atom 68 (P): 1.277, atom 69 (C): -0.467, atom 70 (C): -1.515, atom 71 (C): -0.661, atom 72 (C): -1.510, atom 73 (H): 0.401, atom 74 (H): 0.239, atom 75 (H): 0.389, atom 76 (H): 0.272, atom 77 (H): 0.560, atom 78 (H): 0.493, atom 79 (H): -0.013, atom 80 (H): 0.332, atom 81 (H): 0.468, atom 82 (H): 0.237, atom 83 (H): 0.247, atom 84 (H): 0.683, atom 85 (H): 0.205, atom 86 (H): 0.422, atom 87 (H): 0.429



| no. | F_max (eV/Å) | electronic energy (hartree) |
| --- | --- | --- |
| 1 | 1.68 | -9001.91326 |
| 2 | 0.94 | -3967.73975 |
| 3 | 3.24 | -3754.53991 |